DFT (the ωB97M-V functional and the def2-TZVPD basis) results for a cluster of 14 separate species, C21H70N12O14 in total at a distorted geometry.

Values from the calculation:
* E_HOMO: -0.3191 Eh
* maximum force: 9.02 eV/A
* energy relative to the best compared isomer or geometry (same formula, charge and spin): 0.0 kcal/mol
* electronic energy: -69456.376 eV
* E_LUMO: -0.0126 hartree
* charge: 0

Each line ends with the Mulliken charge.
Geometry (Å):
H 1.98734 0.72665 2.71616  -0.3852
H -2.97825 -1.36054 -0.19519  -0.3599
H -1.87486 3.24509 -1.52910  0.0936
N -0.54724 1.18152 0.71475  1.6807
H -2.86253 -3.09470 3.19273  0.3449
H 3.40585 -1.74710 -1.75693  0.3462
H 0.17760 4.57510 -0.15311  0.3566
H 3.51793 -0.58475 1.64668  -0.0985
O -1.37226 3.42897 -0.73456  -0.5731
H -0.70653 1.24346 -5.57272  0.3235
H 5.11358 2.28182 -0.04303  0.2559
H -2.95679 1.41906 -5.69188  0.2070
C -3.54624 -2.28538 3.43321  -1.9072
H 1.73646 1.35036 4.23486  0.3477
H 3.18959 -2.28488 1.20574  -0.0581
H -0.57951 1.09682 1.71411  -0.1165
H 3.05927 1.98515 3.37864  0.4633
C -0.54307 -3.71890 0.72243  -0.0343
O -0.86870 -2.90401 1.75839  -0.4578
H -0.91242 1.95969 0.14156  -0.0009
H 1.56332 3.91764 -2.36554  0.8328
N -2.87021 1.65429 -4.71708  -0.2376
N 1.51990 -1.97328 3.57071  -0.0910
N 0.16158 -4.83264 0.85913  -0.3753
H -4.46972 0.80986 0.54502  0.5287
C 0.04970 0.18126 0.22333  -0.4166
H -3.77074 2.79798 -1.67791  -0.0046
O 3.33656 0.02280 4.18773  -0.6303
H 1.19033 -1.86882 2.62122  -0.8135
H 2.05046 0.44502 -5.23875  0.3643
H -5.42343 2.52433 -1.11173  0.5851
H -2.90692 1.26265 0.04301  -0.3619
C 1.79379 -2.85353 -2.26535  0.4657
C -3.11546 -1.72494 -2.06730  -0.0654
H -1.14383 -4.40913 -1.10869  0.3075
H 5.03714 -2.47939 -0.27833  0.3931
O -0.68129 0.55701 3.39522  -1.1938
N -0.87585 0.85440 -4.60294  -0.1490
H -3.59723 2.30454 -4.36193  0.3095
H -1.84211 -0.84109 -3.42762  -0.0141
H 3.23646 -0.38422 -4.17220  0.4439
H -1.09081 -2.01599 5.27814  0.2516
H -1.72592 2.99183 3.07242  0.3800
H 0.01382 0.51698 -4.12035  0.1717
H -0.92179 -2.14693 3.48564  0.3276
O -4.53763 0.93031 -2.05003  -0.5616
H 0.65680 2.51811 -1.75809  0.6878
N -2.37657 -1.37267 -1.06162  1.4101
H -0.60631 0.79849 -1.53699  -2.0541
H -2.85835 1.83009 2.62255  -0.3722
C 0.58838 3.55890 -2.08716  -1.2668
O 0.83637 -0.70726 0.87735  2.4642
H -0.41332 -0.29396 3.79061  0.2799
H -3.64606 0.86413 -2.45537  0.0662
H -4.01769 -2.64382 1.11878  0.2925
H -3.99528 -0.24280 2.62089  0.4684
O 2.58178 1.29334 -0.53504  1.7284
H 1.35458 -1.61396 -0.66596  -0.3418
H -3.26080 -1.81800 -3.98781  0.3462
C 4.25186 2.38631 0.74349  -1.2663
H -2.41883 -0.92506 2.18644  -0.2607
N -2.62162 -1.53425 -3.23068  -0.1086
H 4.12397 0.24527 -0.52933  -0.2236
H 0.55840 -5.01441 1.82860  0.3399
C 2.88149 2.52471 0.12782  0.2070
H 4.60231 -1.77277 2.19675  0.4301
H 0.26081 -2.92980 -1.00313  0.1097
H -3.30117 2.51186 3.97992  0.4152
H 0.35336 -0.64831 -1.59001  0.9641
C -0.30785 4.29193 -1.09370  -1.1566
H 3.47468 1.64123 -2.71041  -0.0245
C 3.04995 1.72177 -3.71805  -0.8555
O -4.40427 -2.27249 -1.88746  -0.8165
N -0.05553 0.10641 -1.03296  0.5161
H -2.37120 0.26035 4.51757  0.1628
O 4.45495 -0.60205 -0.87491  -0.8153
C 2.54649 1.08400 3.57741  -0.3480
H -1.22716 1.57363 5.08199  0.3454
N -1.06040 -3.56527 -0.46219  -0.2745
O 1.36887 -3.96956 -2.87802  -0.8591
H -1.57124 -2.65988 -0.69615  0.1060
H 2.80420 3.38466 -0.56319  0.1435
H 1.62776 1.20804 -0.75844  -0.7595
H -3.38011 -1.90964 4.39645  0.3946
H -0.65553 5.27188 -1.45930  0.3817
H 4.30385 1.39816 1.23853  0.0610
H 5.90475 -1.10683 0.52857  0.3862
H 0.27139 -5.35568 -0.01954  0.2201
C -2.38350 2.22053 3.45061  -0.6989
H 2.46308 -2.41877 3.65172  0.4946
H -3.92874 2.36224 0.85402  0.6799
C 0.74061 -2.05399 4.59019  0.1204
H 4.56139 3.06433 1.56815  0.3489
H 3.52809 -2.72459 -3.16347  0.2941
H 2.76764 -0.73449 4.06227  0.4405
N 2.93220 -2.29074 -2.49010  -0.1605
O -1.74264 1.50364 -2.62768  0.0076
N 1.08632 -2.30360 -1.34586  -0.2668
C 4.93390 -1.45823 0.14708  -0.6518
C -1.73161 1.12555 4.18493  -0.1031
C 2.45940 0.39072 -4.18023  -0.4957
N -0.52026 -1.87379 4.39566  -0.2029
H 3.83045 2.01045 -4.46248  0.4888
C -1.84271 1.36704 -3.99726  -0.4484
O 1.25201 -2.24844 5.79929  -0.8264
O 1.43896 -0.02084 -3.35252  -0.5662
H 2.29240 2.51914 -3.71009  0.1085
O -3.91380 -1.65094 1.08030  -0.6431
H -4.55184 -2.69001 3.41569  0.5409
H 2.13085 2.75915 0.88022  0.1497
C 4.00802 -1.52039 1.31160  -0.1884
C -3.49109 -1.15695 2.35037  0.8260
H -0.00959 3.49513 -3.00507  0.5822
C -4.47643 2.04418 -1.23127  -0.5029
C -3.92346 1.61115 0.11619  -0.5422
H -1.45169 -0.82247 -1.09425  -0.5282
H 1.81497 -0.77418 -2.93480  -0.2543

=====

DFT (the ωB97M-V functional and the def2-TZVPD basis) results for a cluster of 14 separate species, C21H70N4O14 in total at a distorted geometry.

Values from the calculation:
* E_HOMO: -0.3358 Eh
* maximum force: 9.76 eV/A
* energy relative to the best compared isomer or geometry (same formula, charge and spin): 51.8 kcal/mol
* electronic energy: -57529.437 eV
* E_LUMO: -0.0221 hartree
* charge: 0

Each line ends with the Mulliken charge.
Geometry (Å):
H -0.50570 1.02839 -0.08197  -0.7352
O -3.17270 2.53239 0.87903  -0.7418
H 2.99330 -0.64661 0.29203  -0.0704
O 5.17630 2.43739 0.04903  -0.6085
H 0.64930 1.67239 -6.46897  0.3376
H -4.24270 -2.26061 -0.46997  -0.1074
H -0.51070 -1.14461 1.42103  0.2932
O -3.16370 1.79539 -4.55097  -0.5793
H 4.14230 3.22739 -1.52897  0.2691
H -7.07770 -1.57661 -0.81097  0.3653
H 2.31830 0.41539 2.29603  -0.6182
H 2.83030 -1.14761 -2.38297  0.1356
N -1.62370 -4.09661 -0.24497  -0.2679
H -1.94770 0.56639 -2.81097  0.3004
H -3.55570 0.57239 -2.30897  0.5437
O 1.70230 -3.74161 1.36803  -0.5581
H 1.14330 -0.07861 -3.31197  -0.3482
H 2.70230 0.12039 -5.30697  0.3492
H 1.72730 -3.04261 3.83603  0.5163
H 0.48430 3.98139 0.53503  0.3775
H -2.37170 -4.42561 -0.89297  0.2432
H 0.10230 0.53439 4.69403  0.2441
H -0.58870 -4.02061 -0.45097  0.3894
C 3.82230 -0.93561 -0.38097  0.3759
H 0.57930 0.35839 -1.11897  -1.2069
H 1.98630 1.70639 -4.92897  0.2451
H 0.35930 -2.08761 -2.42697  0.0261
C -3.27670 1.50939 1.77803  0.2929
H -1.12970 -0.57861 6.35703  0.3332
H -0.73470 2.51739 1.57303  -0.3631
H -0.33970 -1.07961 4.26303  0.1717
H 3.84530 -1.98161 -0.38197  0.5119
H -1.04070 4.83739 2.64903  0.4043
H 3.17230 0.57139 -1.66197  -0.1893
C -2.69470 1.19339 -2.32797  -0.2672
H -0.21370 2.79239 -1.94997  -0.3889
O 0.51930 4.09639 -3.16697  -0.6064
H 2.06630 -4.17261 0.62103  0.2210
H 0.67330 -1.84161 0.21503  0.9609
C 0.80730 3.10239 -2.21697  1.1434
H -1.15170 -3.75561 2.87303  0.2476
C 1.76230 0.70639 -5.26897  -0.5239
C -2.92370 2.33739 -3.25197  -0.7228
H 1.81530 -3.77561 -1.37997  0.3460
H -0.99670 3.53739 3.80103  0.3266
H -1.43870 -2.29361 -0.24097  0.0973
H -0.03470 0.77839 -4.10797  0.1352
C 2.79230 -3.16861 2.06603  -0.3137
H 1.44030 -3.33961 -3.23397  0.5027
O -3.23670 -4.05561 1.63603  -0.7582
H 1.36130 3.46939 -1.34597  -0.1093
H 0.46730 4.48639 3.45103  0.4757
O 0.82430 -3.82361 -1.45897  -0.6584
C -0.78070 -0.11661 4.43703  -0.0076
N -2.88870 0.25239 1.52803  0.2938
H -2.41570 1.47639 -1.32597  -0.3011
H -1.36370 0.35439 3.63003  -0.1310
H -4.36070 2.56139 2.99903  0.2791
C 2.14630 -2.38861 3.13203  -0.8135
H 1.41330 -1.69461 2.83603  -0.3718
C 4.14130 3.24339 -0.43397  -0.4619
C -0.41370 4.08339 3.02303  -1.7744
N -4.05470 1.67039 2.82203  -0.2935
H 3.55230 -2.63061 1.54803  0.1908
H 3.76230 1.26439 4.43303  0.3661
H -3.78970 1.09739 -4.38697  0.3228
H 3.34930 1.92839 2.08003  0.5717
H 0.07230 -3.71661 1.72803  0.2114
H -4.32070 0.91439 3.48703  0.2029
H 3.19930 -3.99961 2.56103  0.5109
C 3.49230 -0.49761 -1.76097  -0.8483
C -6.26770 -2.24361 -0.89897  -1.4556
C 0.77130 0.15039 -4.31497  -0.0904
O 1.08630 0.81339 -6.49497  -0.5798
H 3.17330 2.88039 0.03003  0.0845
H -2.16770 3.07139 -3.32797  0.3280
O -1.24470 -1.32661 -0.34097  -0.7582
H 2.88230 -1.74761 3.59703  0.4857
C 0.05730 2.98939 2.11103  1.0191
H 0.34730 2.17639 2.65703  0.0767
O 2.96630 1.45439 3.99403  -0.5213
H -2.12170 0.06039 0.89503  -0.4471
H -3.84270 2.84939 -2.96397  0.4129
O -1.61670 -0.25561 5.56003  -0.6021
H -6.50970 -3.25761 -0.57697  0.3722
N -0.95770 -3.80961 1.82103  -0.2051
H -3.09070 -0.58861 2.21403  0.3526
H -5.90470 -2.16661 -1.94397  0.3137
H 5.49430 -0.61361 0.77703  0.2926
H 5.00630 1.50139 -0.09997  0.3773
H 4.49630 4.25239 -0.35597  0.3564
H 1.34030 2.30739 -2.71897  -0.4499
C 3.10030 1.05039 2.67103  -0.3617
C 0.33730 0.39339 -0.07397  1.8977
H 0.28930 -0.83861 -4.57297  0.3499
C 0.56630 -3.13661 -2.61497  -0.7215
H -0.22470 -3.60461 -3.10497  0.4018
O 5.04030 -0.27761 -0.03297  -0.6933
H 1.01330 4.93639 -3.02197  0.3254
C -0.08470 -1.05161 0.38303  -0.2725
H 4.05130 0.55939 2.58303  0.5830
H -5.35570 -2.03661 0.99403  0.2775
C -5.07370 -1.76561 -0.06597  0.4889
O 0.94130 3.57839 1.30003  -0.5283
H -4.13070 -0.13261 0.45203  0.3788
C -1.96870 -3.96661 0.99003  0.2606
O -4.87470 -0.33561 -0.15997  -0.6010
H 4.35330 -0.33561 -2.33297  0.5900
H 1.08930 0.85239 0.47203  -0.1226

=====

> What is the E_LUMO in the second record?

-0.0221 hartree